Record 1
DFT (ωB97M-V/def2-TZVPD) results for 3 unconnected molecules or ions with the total composition C4H13N3O.

Its energy is -10873.5052 eV. The molecular weight is 119.17 g/mol. The calculation puts the relative energy (zero: lowest compared OMol25 entry of this formula, charge and spin) at 193.1 kJ/mol. As for the spin multiplicity: 2. The LUMO energy (alpha / beta) comes out at 4.18 / 3.22 eV. Its charge is -1. The HOMO energy (alpha / beta) is -0.081 / -0.081 Ha.

The geometry in XYZ format:
```
21
C4H13N3O ωB97M-V/def2-TZVPD
C 0.72 0.12 2.09
C -0.46 -0.25 1.18
C -0.11 -0.23 -0.29
C 0.21 -1.44 -0.88
N 0.55 -1.57 -2.27
N -0.09 1.01 -0.84
N 1.74 0.93 1.55
H 1.08 -0.75 2.64
H 0.17 0.77 3.03
H -0.83 -1.24 1.45
H -1.29 0.46 1.27
H -0.13 -2.31 -0.34
H 0.83 -0.67 -2.64
H -0.26 -1.89 -2.78
H 1.41 1.59 0.87
H 0.44 1.01 -1.71
H 2.53 0.38 1.24
H 0.03 1.60 3.64
H -2.95 0.62 -2.34
H -1.47 1.03 -2.08
O -2.14 0.84 -2.79
```

***

Record 2
DFT (ωB97M-V/def2-TZVPD) results for 2 unconnected molecules or ions with the total composition C4H13N3O.

Its energy is -10874.8189 eV. The molecular weight is 119.17 g/mol. The calculation puts the relative energy (zero: lowest compared OMol25 entry of this formula, charge and spin) at 66.3 kJ/mol. As for the spin multiplicity: 2. The LUMO energy (alpha / beta) comes out at 3.88 / 3.67 eV. Its charge is -1. The HOMO energy (alpha / beta) is 0.042 / -0.207 Ha.

The geometry in XYZ format:
```
21
C4H13N3O ωB97M-V/def2-TZVPD
C 0.01 -0.32 1.34
C 0.67 -1.42 0.55
C 0.19 -1.44 -0.95
N 1.72 0.93 -1.18
C 0.35 0.81 -1.63
N -0.39 -0.20 -1.50
N -1.48 -0.26 1.24
H 0.19 -0.36 2.42
H 0.41 0.62 0.94
H 0.39 -2.41 0.87
H 1.75 -1.30 0.77
H 1.08 -1.67 -1.55
H -0.50 -2.27 -1.06
H 2.07 1.65 -1.83
H 2.13 0.04 -1.47
H -0.22 1.64 -2.04
H -1.83 -0.43 0.31
H -1.82 -1.00 1.84
H -1.61 3.16 1.33
H -1.55 1.66 1.01
O -1.58 2.56 0.59
```

***

Record 3
DFT (ωB97M-V/def2-TZVPD) results for a single C4H13N3O molecule.

Its energy is -10875.0157 eV. The molecular weight is 119.17 g/mol. The calculation puts the relative energy (zero: lowest compared OMol25 entry of this formula, charge and spin) at 256.8 kJ/mol. The LUMO energy comes out at 1.13 eV. Its SMILES is NCNCCNCO. Its charge is 0. The HOMO energy is -0.317 Ha.

The geometry in XYZ format:
```
21
C4H13N3O ωB97M-V/def2-TZVPD
C -0.89 0.84 0.22
N 0.30 1.45 -0.33
C 0.25 2.95 -0.09
N 1.53 3.53 -0.47
C -0.55 -0.55 0.93
N -0.16 -1.54 -0.08
C -0.29 -2.98 0.46
O -0.25 -3.81 -0.64
H -1.67 0.57 -0.54
H -1.33 1.47 1.04
H 0.35 1.34 -1.33
H -0.45 3.27 -0.84
H -0.04 3.36 0.88
H 2.26 2.93 -0.11
H 1.72 4.50 -0.29
H -1.36 -0.87 1.62
H 0.29 -0.42 1.61
H 0.78 -1.43 -0.41
H -1.15 -3.08 1.11
H 0.69 -3.07 0.97
H -0.85 -3.50 -1.32
```

***

Record 4
DFT (ωB97M-V/def2-TZVPD) results for 2 unconnected molecules or ions with the total composition C4H13N3O.

Its energy is -10874.3609 eV. The molecular weight is 119.17 g/mol. The calculation puts the relative energy (zero: lowest compared OMol25 entry of this formula, charge and spin) at 320.0 kJ/mol. The LUMO energy comes out at 0.90 eV. Its SMILES is CNN(C)C.NC=O. Its charge is 0. The HOMO energy is -0.321 Ha.

The geometry in XYZ format:
```
21
C4H13N3O ωB97M-V/def2-TZVPD
C -1.27 0.40 1.43
C -1.05 -1.63 0.19
C 2.06 0.11 0.47
N -0.44 -0.31 0.45
N 0.97 -0.61 1.11
H 1.22 -1.60 1.15
H -1.15 -2.23 1.10
H -2.28 0.57 1.03
H -0.85 1.39 1.61
H -1.36 -0.14 2.38
H -0.44 -2.18 -0.53
H -2.05 -1.52 -0.24
H 2.96 -0.03 1.08
H 2.28 -0.27 -0.53
H 1.87 1.19 0.45
N -0.18 1.80 -1.54
C -0.18 0.53 -2.09
O 0.70 0.17 -2.89
H 0.05 1.83 -0.55
H 0.26 2.57 -2.02
H -1.13 -0.03 -2.06
```

***

Record 5
DFT (ωB97M-V/def2-TZVPD) results for 2 unconnected molecules or ions with the total composition C4H13N3O.

Its energy is -10875.0261 eV. The molecular weight is 119.17 g/mol. The calculation puts the relative energy (zero: lowest compared OMol25 entry of this formula, charge and spin) at 255.8 kJ/mol. The LUMO energy comes out at 0.85 eV. Its SMILES is CC(=O)N(C)N.CN. Its charge is 0. The HOMO energy is -0.339 Ha.

The geometry in XYZ format:
```
21
C4H13N3O ωB97M-V/def2-TZVPD
C -0.31 1.42 -0.60
C -2.42 -1.43 0.65
N -1.60 -0.38 1.23
H -2.06 0.05 2.03
H -3.31 -0.98 0.21
H -1.87 -1.92 -0.15
H -0.06 1.38 -1.66
H -1.24 0.89 -0.45
H -0.37 2.40 -0.14
H -2.74 -2.21 1.37
C 1.18 -1.12 -1.28
N 1.10 0.88 0.12
C 1.88 0.02 -0.58
N 1.74 1.92 0.80
O 3.10 0.17 -0.65
H -0.67 -0.71 1.49
H 2.04 1.59 1.71
H 2.57 2.24 0.29
H 1.88 -1.92 -1.45
H 0.34 -1.49 -0.69
H 0.81 -0.79 -2.25
```

***

Record 6
DFT (ωB97M-V/def2-TZVPD) results for 2 unconnected molecules or ions with the total composition C4H13N4.

Its energy is -10306.8040 eV. The molecular weight is 117.18 g/mol. The calculation puts the relative energy (zero: lowest compared OMol25 entry of this formula, charge and spin) at 702.8 kJ/mol. The LUMO energy (alpha / beta) comes out at -3.90 / -5.12 eV. Its charge is +1. The HOMO energy (alpha / beta) is -0.481 / -0.479 Ha.

The geometry in XYZ format:
```
21
C4H13N4 ωB97M-V/def2-TZVPD
C -0.42 -1.21 0.52
C 0.83 -0.80 1.32
C -2.48 0.23 0.20
C 0.81 1.43 -2.40
N 0.87 0.61 1.06
N -0.99 0.03 -0.03
N 2.13 -1.30 0.95
N -0.05 0.94 0.04
H -0.25 -1.97 -0.15
H -1.20 -1.66 1.25
H 0.58 -1.06 2.37
H -2.86 1.15 0.68
H -2.91 0.12 -0.76
H -2.83 -0.66 0.71
H 1.83 1.21 -2.70
H -0.01 0.80 -2.81
H 0.50 2.57 -2.41
H 1.77 1.00 1.09
H 2.25 -1.15 -0.01
H 2.43 -2.23 1.22
H 0.00 1.95 -0.15
```

***

molecular weight of number 6 (C4H13N4)? 117.18 g/mol

***

Repeat the fourth record exactly.
DFT (ωB97M-V/def2-TZVPD) results for 2 unconnected molecules or ions with the total composition C4H13N3O.

Its energy is -10874.3609 eV. The molecular weight is 119.17 g/mol. The calculation puts the relative energy (zero: lowest compared OMol25 entry of this formula, charge and spin) at 320.0 kJ/mol. The LUMO energy comes out at 0.90 eV. Its SMILES is CNN(C)C.NC=O. Its charge is 0. The HOMO energy is -0.321 Ha.

The geometry in XYZ format:
```
21
C4H13N3O ωB97M-V/def2-TZVPD
C -1.27 0.40 1.43
C -1.05 -1.63 0.19
C 2.06 0.11 0.47
N -0.44 -0.31 0.45
N 0.97 -0.61 1.11
H 1.22 -1.60 1.15
H -1.15 -2.23 1.10
H -2.28 0.57 1.03
H -0.85 1.39 1.61
H -1.36 -0.14 2.38
H -0.44 -2.18 -0.53
H -2.05 -1.52 -0.24
H 2.96 -0.03 1.08
H 2.28 -0.27 -0.53
H 1.87 1.19 0.45
N -0.18 1.80 -1.54
C -0.18 0.53 -2.09
O 0.70 0.17 -2.89
H 0.05 1.83 -0.55
H 0.26 2.57 -2.02
H -1.13 -0.03 -2.06
```